Entry 1:
The molecule C3H6N2O. Source: the Open Molecules 2025 dataset; level of theory: wB97M-V/def2-TZVPD.

The geometry in XYZ format:
```
12
Properties=species:S:1:pos:R:3:nbo_charge:R:1
O -1.55180 1.58107 -0.79724 -0.3813
N -0.25693 1.53526 -0.14084 -0.3266
N -1.45101 -0.48695 0.01849 -0.4957
C -2.13767 0.35151 -0.60645 0.3723
C 0.99515 -0.80581 -0.15183 -0.6309
C -0.17081 0.05053 0.40042 0.0652
H 1.11626 -0.67796 -1.30450 0.2151
H 1.89830 -0.26150 0.04384 0.2290
H 0.78551 -1.76601 0.06915 0.2268
H -0.22270 0.02356 1.55691 0.1860
H -3.08382 0.35476 -1.17635 0.2048
H -0.41301 2.04963 0.68161 0.3353
```

Output
E_LUMO   1.0 eV
Strongest force on any atom   6.19 eV/A
SMILES   C[C@@H]1N=CON1
Energy above the lowest of the compared OMol25 structures with the same formula, charge and spin   341.8 kJ/mol
HOMO-LUMO gap   10.27 eV
Net charge   0
HOMO   -9.3 eV
Molecular weight   86.1 g/mol


Entry 2:
A 2-piece molecular cluster, C3H6N2O overall. Source: the Open Molecules 2025 dataset; level of theory: wB97M-V/def2-TZVPD.

The geometry in XYZ format:
```
12
Properties=species:S:1:pos:R:3:nbo_charge:R:1
O -3.37929 1.01758 -0.72755 -0.5427
N -0.46042 -1.54775 -0.21016 -0.8182
N 0.22955 0.61664 0.09317 -0.6108
C -2.36566 1.48032 -0.46023 0.4328
C -0.74343 -0.24220 -0.19346 0.2115
C 1.62163 0.35651 0.40890 -0.4426
H 2.14219 1.30697 0.55230 0.2165
H -1.22766 -2.16027 -0.43891 0.3973
H 2.11918 -0.18213 -0.40757 0.1945
H 1.71849 -0.22817 1.33251 0.1950
H 0.43332 -1.99656 -0.03144 0.3604
H -0.08788 1.57906 0.08243 0.4064
```

Output
E_LUMO   0.8 eV
Strongest force on any atom   1.49 eV/A
Energy above the lowest of the compared OMol25 structures with the same formula, charge and spin   239.4 kJ/mol
HOMO-LUMO gap   8.73 eV
Net charge   0
HOMO   -8.0 eV
Molecular weight   86.1 g/mol


Entry 3:
The molecule C3H6N2O. Source: the Open Molecules 2025 dataset; level of theory: wB97M-V/def2-TZVPD.

The geometry in XYZ format:
```
12
Properties=species:S:1:pos:R:3:nbo_charge:R:1
O -0.10551 -0.25108 1.37320 -0.3701
N -0.02298 0.06834 -0.89992 -0.6320
N 0.38364 -1.53242 0.78996 -0.2894
C 0.61203 -1.18308 -0.60816 -0.0840
C -0.31173 0.63153 0.31118 0.4479
C -0.70534 1.88754 0.53002 -0.6011
H -0.89590 2.23884 1.53738 0.2203
H 0.22846 -1.96969 -1.26667 0.1888
H -0.85936 2.57857 -0.28929 0.2071
H 1.69086 -1.10781 -0.78677 0.1690
H -0.49174 -2.04994 0.83468 0.3417
H 0.47756 0.68919 -1.52561 0.4019
```

Output
E_LUMO   0.8 eV
Strongest force on any atom   2.12 eV/A
SMILES   C=C1NCNO1
Energy above the lowest of the compared OMol25 structures with the same formula, charge and spin   323.1 kJ/mol
HOMO-LUMO gap   8.97 eV
Net charge   0
HOMO   -8.1 eV
Molecular weight   86.1 g/mol